Below is C53H42AsBrClN5O5Pb as an isolated structure in a non-equilibrium geometry, with properties calculated with the ωB97M-V functional and the def2-TZVPD basis.

Last column: Löwdin charge in e.
Atoms and positions in Å:
Pb  0.532  1.129  2.108  1.433
Br  3.529  2.067  2.258  0.747
As  1.150  1.508  -1.739  1.211
Cl  -3.824  7.490  3.509  0.638
O  1.277  0.864  -0.254  -0.586
O  -0.634  3.149  1.256  -0.220
O  0.100  -1.067  2.925  -0.336
O  -0.407  2.250  4.126  -0.144
O  0.686  -2.380  5.005  0.056
N  1.992  -1.964  1.874  0.036
N  -5.266  -3.024  -0.576  0.169
N  2.545  -0.797  1.761  -0.051
N  -1.682  0.121  1.344  -0.019
N  -6.015  -2.502  1.458  0.183
C  6.233  0.066  -0.305  -0.232
C  -1.114  3.254  4.222  -0.221
C  -2.379  5.226  3.709  -0.079
C  8.334  -0.740  -1.178  -0.085
C  0.362  -3.430  2.878  -0.114
C  3.573  -0.692  -4.441  -0.087
C  -2.092  2.093  -4.301  -0.079
C  5.564  -0.761  -1.211  -0.047
C  1.931  0.156  -2.913  -0.287
C  -1.692  2.113  -1.550  -0.096
C  0.017  -5.846  4.189  -0.098
C  -0.837  1.826  -3.784  -0.102
C  4.221  4.320  -1.650  -0.065
C  -1.314  4.059  1.816  -0.370
C  0.459  -3.479  4.277  -0.279
C  -8.479  -4.820  -0.866  -0.097
C  -1.766  -0.577  0.220  -0.156
C  7.658  -1.577  -2.053  -0.089
C  -3.150  2.354  -3.444  -0.074
C  3.742  -0.637  1.321  -0.217
C  -8.198  -3.710  1.274  -0.011
C  2.144  3.154  -1.941  -0.282
C  0.536  -2.092  2.189  -0.450
C  2.319  5.455  -2.580  -0.073
C  -7.253  -4.387  -1.328  -0.028
C  -5.027  -2.369  0.611  -0.271
C  -2.630  -0.049  2.258  -0.096
C  4.369  0.641  1.244  -0.596
C  1.565  4.300  -2.460  -0.083
C  -0.108  -5.789  2.808  -0.113
C  0.076  -4.580  2.163  -0.057
C  1.909  -2.169  -3.539  -0.072
C  -6.952  -3.268  0.833  -0.226
C  5.510  0.949  0.598  -0.139
C  -1.592  4.156  3.228  -0.130
C  -2.950  2.368  -2.073  -0.059
C  7.631  0.079  -0.317  -0.036
C  3.470  3.164  -1.529  -0.101
C  6.272  -1.577  -2.072  -0.080
C  3.009  -1.952  -4.355  -0.085
C  -3.716  -0.880  2.069  0.031
C  -8.941  -4.487  0.412  -0.097
C  -2.818  -1.424  -0.075  0.014
C  0.299  -4.709  4.916  -0.014
C  3.645  5.463  -2.180  -0.072
C  -1.869  5.098  0.998  -0.012
C  -3.842  -1.576  0.861  -0.122
C  3.037  0.365  -3.723  -0.093
C  -6.495  -3.611  -0.465  -0.193
C  -0.640  1.831  -2.409  -0.301
C  1.378  -1.116  -2.818  -0.096
C  -2.613  6.123  1.498  -0.101
C  -2.873  6.185  2.874  -0.689
H  -4.477  -1.001  2.822  0.116
H  -1.503  2.152  -0.483  0.073
H  5.949  1.924  0.756  0.099
H  -3.004  6.889  0.845  0.104
H  3.896  2.260  -1.105  0.087
H  -4.130  2.557  -3.850  0.106
H  0.378  -4.733  5.992  0.113
H  9.415  -0.734  -1.166  0.103
H  8.210  -2.220  -2.724  0.100
H  -9.098  -5.435  -1.504  0.100
H  4.357  -1.488  1.016  0.131
H  -0.021  -4.509  1.085  0.106
H  5.254  4.329  -1.334  0.108
H  0.001  1.623  -4.443  0.107
H  -9.908  -4.856  0.724  0.099
H  -2.504  0.504  3.177  0.117
H  4.441  -0.532  -5.063  0.109
H  0.526  4.286  -2.769  0.102
H  4.483  -0.730  -1.257  0.105
H  -2.830  -1.945  -1.022  0.107
H  8.158  0.720  0.376  0.114
H  -2.588  5.281  4.769  0.109
H  0.026  -2.144  1.188  0.129
H  3.421  -2.769  -4.928  0.106
H  -8.555  -3.444  2.255  0.110
H  1.471  -3.153  -3.466  0.106
H  5.736  -2.222  -2.755  0.096
H  -0.129  -6.782  4.708  0.099
H  -3.772  2.588  -1.407  0.112
H  4.230  6.365  -2.281  0.106
H  -1.441  3.527  5.244  0.128
H  0.527  -1.609  4.381  0.074
H  -2.242  2.103  -5.371  0.105
H  1.870  6.348  -2.988  0.106
H  -0.357  -6.676  2.244  0.092
H  -1.665  5.040  -0.061  0.106
H  0.533  -1.266  -2.152  0.096
H  3.477  1.352  -3.790  0.104
H  2.479  -2.805  1.557  0.157
H  -6.900  -4.640  -2.317  0.106
H  -0.959  -0.427  -0.487  0.081
H  -4.659  -3.064  -1.376  0.151

E_LUMO = -0.3 eV
Frontier orbital gap = 7.243 eV

Below is C31H33ClLaN2O2Si2 as an isolated structure in a non-equilibrium geometry, with properties calculated with the ωB97M-V functional and the def2-TZVPD basis.

Last column: Löwdin charge in e.
Atoms and positions in Å:
La  1.758  0.296  -1.112  1.893
Cl  1.748  -2.428  -1.385  0.094
Si  3.885  0.717  -4.200  0.754
Si  1.599  -2.247  -5.417  0.906
O  0.824  -0.758  0.909  -0.177
O  -0.779  -2.024  1.934  0.000
N  -1.123  -1.388  -0.155  0.045
N  -0.737  -0.818  -1.410  -0.040
C  2.709  1.057  -8.350  -0.080
C  7.966  -1.291  -5.466  -0.078
C  4.945  -2.852  -2.958  -0.052
C  0.035  -2.014  3.143  0.003
C  -1.114  -1.463  -5.160  -0.110
C  5.017  -1.721  -2.170  -0.081
C  0.396  0.367  -4.690  -0.168
C  -0.341  1.794  -0.064  -0.228
C  3.842  1.652  -8.903  -0.081
C  -0.069  2.292  -1.371  -0.244
C  -2.183  -0.567  -5.095  -0.073
C  -1.962  0.789  -4.832  -0.073
C  0.213  -0.998  -4.996  -0.326
C  -0.281  -1.353  0.901  -0.580
C  3.104  -0.802  -3.416  -0.549
C  0.743  2.150  0.783  -0.198
C  5.601  -0.886  -5.793  -0.106
C  3.094  -2.021  -4.322  -0.350
C  4.089  -0.714  -2.315  -0.358
C  3.592  1.292  -6.087  -0.261
C  1.212  2.930  -1.340  -0.257
C  7.988  -0.265  -4.513  -0.078
C  5.594  0.047  -4.753  -0.292
C  -0.672  1.250  -4.598  -0.094
C  4.795  2.192  -8.040  -0.071
C  4.620  2.079  -6.653  -0.108
C  6.770  -1.578  -6.127  -0.067
C  4.021  -3.009  -3.998  -0.097
C  1.705  2.848  0.004  -0.222
C  2.577  0.897  -6.966  -0.127
C  6.808  0.410  -4.166  -0.098
H  1.652  0.447  -6.617  0.051
H  -1.289  1.369  0.274  0.114
H  5.689  2.672  -8.455  0.112
H  0.106  -1.001  3.561  0.103
H  1.123  -3.540  -5.396  -0.062
H  1.919  0.682  -8.995  0.105
H  -0.435  -1.578  -2.042  0.031
H  -0.749  2.234  -2.223  0.082
H  6.726  -2.351  -6.898  0.110
H  4.031  -3.945  -4.565  0.125
H  -2.795  1.496  -4.844  0.116
H  -1.555  -0.366  -1.828  0.114
H  4.681  -1.116  -6.338  0.102
H  2.049  -0.586  -3.170  -0.049
H  6.831  1.202  -3.414  0.104
H  8.868  -1.863  -5.694  0.107
H  -1.292  -2.512  -5.408  0.101
H  1.036  -2.432  2.950  0.108
H  4.116  0.114  -1.579  0.059
H  1.707  3.426  -2.180  0.103
H  5.363  2.561  -6.015  0.106
H  -0.472  2.309  -4.399  0.118
H  2.617  3.307  0.395  0.109
H  -1.967  -1.936  -0.062  0.171
H  -0.520  -2.656  3.826  0.101
H  1.396  0.812  -4.705  0.053
H  -3.192  -0.922  -5.289  0.111
H  8.929  0.002  -4.031  0.104
H  5.799  -1.606  -1.418  0.135
H  3.893  2.022  -3.492  0.034
H  0.759  2.023  1.869  0.117
H  3.980  1.694  -9.987  0.109
H  5.633  -3.668  -2.743  0.122

E_LUMO (spin up / spin down) = -3.6 / -3.7 eV
Frontier orbital gap (spin up / spin down) = 6.184 / 6.095 eV
Total charge = +1

Below is a 2-piece molecular cluster, C6H12O6 overall in a non-equilibrium geometry, with properties calculated with the ωB97M-V functional and the def2-TZVPD basis.

Last column: Löwdin charge in e.
Atoms and positions in Å:
O  -1.834  2.805  -2.135  0.011
O  2.718  -2.500  1.058  0.022
O  0.738  -2.101  0.292  0.101
O  -0.739  2.034  -0.241  0.073
O  1.071  -1.948  2.552  0.001
O  -2.423  0.892  -1.186  -0.010
C  -1.616  1.925  -1.131  -0.544
C  -0.771  3.751  -2.376  -0.016
C  3.357  -2.259  -0.189  -0.028
C  1.491  -2.103  1.252  -0.561
C  -2.366  -0.031  -0.240  -0.092
C  -0.213  -1.405  2.864  -0.037
H  -3.233  -0.741  -0.469  0.135
H  -0.938  4.100  -3.377  0.092
H  3.087  -2.668  -1.066  0.051
H  -0.983  4.618  -1.749  0.106
H  4.550  -2.470  0.014  0.165
H  -0.968  -2.085  2.608  0.070
H  -1.296  -0.482  -0.582  0.155
H  3.336  -1.292  -0.405  0.041
H  0.156  3.426  -2.314  0.043
H  -0.561  -0.431  2.294  0.140
H  -2.257  0.367  0.666  0.034
H  -0.306  -1.406  3.862  0.047

E_LUMO = 0.8 eV
SMILES = COC(=O)OC.COC(=O)OC
Frontier orbital gap = 11.195 eV

Energy relative to the best compared isomer or geometry (same formula, charge and spin) / kcal per mole: 5.2 0.0 64.5
Total energy / eV: -221981.9190 -68887.8727 -18698.2974